C15H18O2 | ωB97M-V with the def2-TZVPD basis set

Summary:
SMILES: CCc1ccc(O)cc1.Cc1ccc(O)cc1
Energy relative to the best compared isomer or geometry (same formula, charge and spin): 35.4 kcal per mole
DFT total energy: -19940.7736 eV
Total charge: 0
Strongest force on any atom: 0.0553 Eh/bohr

Each line ends with the natural charge from an NBO analysis.
CARTESIAN COORDINATES (ANGSTROEM)
C -4.103 -1.644 -1.450  -0.611
C -3.178 -1.812 -0.247  -0.406
C -3.123 -0.642 0.726  -0.060
C -4.393 -0.178 1.070  -0.187
C -4.452 1.000 1.817  -0.244
C -3.226 1.584 2.166  0.285
O -3.454 2.717 2.938  -0.675
C -1.965 1.074 1.902  -0.298
C -1.908 -0.051 1.064  -0.183
H -3.746 -2.403 -2.148  0.214
H -3.878 -0.653 -1.859  0.206
H -5.173 -1.613 -1.280  0.207
H -3.292 -2.786 0.278  0.207
H -2.138 -1.954 -0.638  0.196
H -5.364 -0.596 0.848  0.218
H -5.302 1.600 2.066  0.226
H -2.581 3.070 3.147  0.470
H -1.135 1.504 2.439  0.212
H -1.026 -0.440 0.563  0.221
C 2.938 -0.823 -3.833  -0.633
C 3.434 -0.445 -2.486  -0.071
C 3.035 0.700 -1.828  -0.168
C 3.347 0.990 -0.476  -0.286
C 4.179 0.103 0.118  0.308
O 4.789 0.409 1.314  -0.695
C 4.497 -1.170 -0.417  -0.279
C 4.074 -1.430 -1.700  -0.170
H 2.085 -1.505 -3.890  0.220
H 3.668 -1.451 -4.387  0.216
H 2.664 -0.013 -4.499  0.220
H 2.356 1.347 -2.375  0.207
H 3.040 1.947 -0.055  0.232
H 4.901 -0.324 1.903  0.479
H 5.187 -1.752 0.174  0.213
H 4.292 -2.406 -2.119  0.207